Entry from OMol25: 7 unconnected molecules or ions with the total composition C9H28ClN7O14P2S in a non-equilibrium geometry (wB97M-V/def2-TZVPD).

Structure (ORCA input):
```
! wB97M-V def2-TZVPD RIJCOSX def2/J DEFGRID3
* xyz 0 1
H 3.66 0.77 1.13
N -5.65 3.60 -0.33
H -7.27 -0.22 3.31
H 0.91 -2.45 0.10
H 5.93 -3.43 0.80
P 1.74 -1.31 0.47
O 5.46 -5.15 1.06
H 3.67 -3.74 -1.08
C -2.35 3.19 0.35
C -7.33 0.82 3.62
H -2.96 -2.46 -2.39
H -2.57 4.18 0.76
N -1.49 3.37 -0.84
H -7.90 0.93 4.54
H 2.11 -2.81 -1.70
C -7.11 3.71 -0.54
H -7.60 3.46 0.41
H 3.45 -6.25 3.31
H 1.46 4.41 -1.48
S 0.84 0.31 -0.11
O -9.21 1.20 2.30
C 3.51 -1.52 -0.33
H 5.15 -5.76 3.58
H 6.52 -1.62 0.88
O -5.21 2.50 0.02
O 3.31 -4.81 1.38
H 2.55 5.22 -2.66
N 2.62 5.98 -0.71
H 1.90 -1.41 1.93
H -2.77 -4.07 -1.61
C 2.45 4.83 -1.64
N -8.06 1.57 2.55
N 4.40 -5.31 1.67
H -1.82 2.58 1.09
N 3.93 -2.39 -2.81
Cl 5.85 0.31 -1.92
H -7.39 3.01 -1.32
H 3.23 4.09 -1.43
H -3.27 2.69 0.03
O -0.58 -3.46 -0.82
H 4.97 -2.31 -2.74
C 5.72 -2.34 0.36
O 4.37 -1.94 0.78
O 3.54 5.91 0.11
O -7.45 2.49 2.00
O 1.81 6.91 -0.82
O 3.99 1.30 0.32
H 5.94 -2.29 -0.79
C 4.45 -6.19 2.87
O -1.95 4.04 -1.77
O -0.37 2.84 -0.82
H -6.33 1.25 3.73
H 3.49 -1.60 -3.31
H 4.78 -7.18 2.54
N -0.99 -2.96 -1.88
H -2.24 -3.84 -3.31
C -2.35 -3.37 -2.33
O -0.38 -2.16 -2.59
P 3.92 0.20 -1.07
C 3.28 -2.70 -1.48
H -7.35 4.74 -0.83
O -4.97 4.62 -0.51
*
```

Computed properties:
**Max |F|**: 0.069 hartree/bohr
**HOMO level**: -7.87 eV
**Structure (SMILES)**: CO[C@@](CN)([PH2]=S)P(O)Cl.C[N+](=O)[O-].C[N+](=O)[O-].C[N+](=O)[O-].C[N+](=O)[O-].C[N+](=O)[O-].C[N+](=O)[O-]
**Calculated total energy**: -3336.78857 a.u.
**Orbital gap**: 7.3 eV



Entry from OMol25: a molecular structure, C9H28IN6O5 in a non-equilibrium geometry (wB97M-V/def2-TZVPD).

Structure (ORCA input):
```
! wB97M-V def2-TZVPD RIJCOSX def2/J DEFGRID3
* xyz -1 1
C 3.71 -9.59 11.31
H 2.86 -4.79 7.87
H 1.06 -5.38 8.90
H 3.46 -6.27 9.67
N 2.62 -5.62 7.35
N 1.89 -9.41 7.13
H 0.72 -4.04 10.09
C 2.78 -4.45 9.92
C -0.84 -6.32 10.79
O 0.44 -8.33 10.51
H 2.37 -2.56 9.14
H 3.45 -7.97 10.29
H -1.60 -6.54 10.04
H 1.36 -8.03 10.48
H -1.96 -8.88 10.83
H 0.28 -7.39 12.23
C 1.90 -5.49 6.25
H 0.27 -7.56 7.29
C 1.34 -4.90 9.84
H 1.67 -8.89 7.97
H -1.40 -5.72 11.50
I 2.15 -7.51 9.08
H 5.00 -8.17 11.13
O 1.18 -6.38 5.83
H 2.65 -3.74 7.92
H 4.09 -3.05 8.78
H 1.23 -5.79 10.45
H -0.08 -5.73 10.28
H 1.51 -3.94 4.94
O 3.72 -5.36 9.50
H -0.62 -8.08 5.81
C 1.00 -9.19 6.21
C -1.51 -8.55 11.76
H 3.06 -3.93 10.84
N 2.64 -9.76 10.81
N 0.15 -8.12 6.46
H -1.27 -9.45 12.32
H 2.61 -6.49 7.87
C 3.05 -3.36 8.86
O 4.39 -10.42 12.01
H 2.68 -3.68 6.24
N 1.99 -4.25 5.77
H 2.71 -9.95 6.92
C -0.35 -7.62 11.37
H 2.16 -8.99 10.37
O 0.86 -9.86 5.21
H -2.29 -8.08 12.36
H 2.20 -10.64 11.05
N 4.09 -8.52 10.85
*
```

Computed properties:
**Max |F|**: 0.259 hartree/bohr
**HOMO level**: -4.88 eV
**Calculated total energy**: -1361.75181 a.u.
**Energy relative to the best compared isomer or geometry (same formula, charge and spin)**: 18.1363 eV
**Orbital gap**: 7.6 eV



Entry from OMol25: 5 unconnected molecules or ions with the total composition C9H28O5 in a non-equilibrium geometry (wB97M-V/def2-TZVPD).

Structure (ORCA input):
```
! wB97M-V def2-TZVPD RIJCOSX def2/J DEFGRID3
* xyz 0 1
H 18.75 28.91 -6.92
H 18.15 27.55 -8.92
H 19.02 26.85 -13.46
H 17.50 23.55 -12.73
C 15.91 27.32 -6.86
H 16.21 29.70 -5.54
H 19.93 26.15 -9.64
H 19.88 27.18 -11.10
H 19.52 24.72 -5.94
C 18.39 23.76 -13.33
O 18.27 27.35 -9.86
H 20.94 24.46 -6.97
H 19.64 25.53 -7.52
H 20.96 23.00 -13.49
C 19.62 24.01 -12.47
H 16.11 26.37 -7.34
H 19.60 25.04 -12.10
H 20.22 27.97 -9.56
H 15.43 27.98 -7.59
H 18.23 24.64 -13.94
H 19.81 22.85 -7.74
O 20.80 23.92 -13.26
H 17.78 27.12 -5.81
O 17.94 28.52 -7.27
H 17.69 27.64 -14.35
O 17.22 26.88 -12.48
H 20.61 23.25 -10.67
C 16.85 28.93 -5.12
H 18.48 28.47 -13.06
H 17.58 27.01 -11.59
C 19.70 23.10 -11.25
C 18.13 27.48 -13.37
H 19.69 22.05 -11.58
H 16.24 28.39 -4.39
C 17.15 27.92 -6.23
H 15.18 27.17 -6.06
H 17.77 29.32 -4.71
H 18.53 22.89 -13.98
C 19.69 27.14 -10.03
O 19.14 23.52 -7.57
H 18.87 23.17 -10.54
C 19.86 24.61 -6.98
*
```

Computed properties:
**Max |F|**: 0.028 hartree/bohr
**HOMO level**: -9.61 eV
**Structure (SMILES)**: CC(C)O.CC(C)O.CO.CO.CO
**Calculated total energy**: -735.83462 a.u.
**Energy relative to the best compared isomer or geometry (same formula, charge and spin)**: 1.4860 eV
**Orbital gap**: 10.1 eV



Entry from OMol25: 5 unconnected molecules or ions with the total composition C9H28O5 in a non-equilibrium geometry (wB97M-V/def2-TZVPD).

Structure (ORCA input):
```
! wB97M-V def2-TZVPD RIJCOSX def2/J DEFGRID3
* xyz 1 2
O -0.95 -2.89 0.75
O 1.21 -3.75 2.70
C -1.81 3.21 -4.47
H -2.83 -0.36 -1.27
H -0.98 5.21 -2.61
H -2.10 4.08 -5.05
H -1.31 -2.25 3.22
H 0.44 0.23 -0.13
H -0.45 -3.38 0.09
H -0.90 -1.98 0.45
H -1.06 -1.23 4.30
H -0.11 4.98 -4.77
H 3.40 -5.11 2.43
H -1.08 3.68 -1.80
O -0.82 -2.11 4.03
H 2.70 -2.56 3.58
C 3.58 -4.18 2.98
H 3.50 -4.35 4.05
H -2.05 1.17 -1.45
C -0.99 1.35 1.25
H -1.80 2.55 -5.34
C -0.54 4.21 -2.59
H 0.40 4.29 -2.04
O 0.27 4.10 -4.74
C 2.62 -3.16 2.67
H -2.01 -0.53 0.97
H 2.08 -1.71 1.31
H -2.56 2.76 -3.82
H -0.09 2.43 -3.53
H 3.88 -1.88 1.45
H -3.29 0.90 -0.17
C 2.92 -2.39 1.44
H 4.52 -3.66 2.87
H 0.59 -3.13 2.30
H -0.14 1.86 0.80
H -1.82 2.04 1.40
H -0.79 0.97 2.26
C -1.46 0.18 0.35
H 2.98 -3.05 0.57
C -0.48 3.42 -3.78
O -0.22 -0.45 0.01
C -2.44 0.49 -0.70
*
```

Computed properties:
**Max |F|**: 0.077 hartree/bohr
**HOMO level (alpha / beta)**: -11.90 / -11.90 eV
**Calculated total energy**: -735.47793 a.u.
**Energy relative to the best compared isomer or geometry (same formula, charge and spin)**: 1.1385 eV
**Orbital gap (alpha / beta)**: 9.2 / 2.7 eV



Entry from OMol25: a molecular structure, C9H29GaNO3S3 (wB97M-V/def2-TZVPD).

Structure (ORCA input):
```
! wB97M-V def2-TZVPD RIJCOSX def2/J DEFGRID3
* xyz -1 1
H 4.67 -0.44 0.76
H -6.47 2.46 0.96
C 3.58 -4.17 -1.06
C -6.76 2.61 -1.81
S -0.25 0.28 -0.72
Ga 3.73 -1.75 0.66
C 1.98 3.25 1.78
H 4.85 2.67 3.98
C 4.08 3.24 3.46
H 3.67 -4.66 -0.08
H -1.97 -0.11 0.84
H 2.50 3.99 1.18
H -8.09 1.79 0.58
N 1.22 -4.72 -0.44
H -7.84 2.79 -1.82
H -2.62 0.65 -0.63
C -7.02 1.58 0.64
C 2.09 -3.99 -1.38
C -1.94 -0.10 -0.25
H -2.20 -1.09 -0.63
H 4.20 -2.29 -1.93
H 1.29 2.69 1.16
H 1.45 3.73 2.61
O -4.94 0.98 -0.85
H 1.67 -4.71 0.46
S 3.16 2.07 2.44
H 1.87 -2.92 -1.35
H 1.88 -4.35 -2.39
H 0.36 0.58 -2.98
H 5.40 -3.03 -0.85
H -6.23 3.42 -1.31
H -0.87 -0.69 -2.81
H -6.84 0.76 1.33
H 4.54 3.99 2.82
O 2.41 1.23 3.40
H -1.34 1.04 -2.71
H 2.17 -1.37 0.60
C -0.57 0.30 -2.49
H 3.98 -2.77 1.90
H 0.35 -4.22 -0.31
S -6.41 1.06 -0.97
C 4.33 -2.84 -0.99
H -6.40 2.51 -2.83
H 4.01 -4.85 -1.81
H 3.40 3.70 4.18
O -0.04 1.71 -0.33
*
```

Computed properties:
**Max |F|**: 0.008 hartree/bohr
**HOMO level**: -4.07 eV
**Calculated total energy**: -3759.98670 a.u.
**Orbital gap**: 5.9 eV



- Which value of max |F| does entry 5 give?
  0.008 hartree/bohr



What did the second record say?
Entry from OMol25: a molecular structure, C9H28IN6O5 in a non-equilibrium geometry (wB97M-V/def2-TZVPD).

Structure (ORCA input):
```
! wB97M-V def2-TZVPD RIJCOSX def2/J DEFGRID3
* xyz -1 1
C 3.71 -9.59 11.31
H 2.86 -4.79 7.87
H 1.06 -5.38 8.90
H 3.46 -6.27 9.67
N 2.62 -5.62 7.35
N 1.89 -9.41 7.13
H 0.72 -4.04 10.09
C 2.78 -4.45 9.92
C -0.84 -6.32 10.79
O 0.44 -8.33 10.51
H 2.37 -2.56 9.14
H 3.45 -7.97 10.29
H -1.60 -6.54 10.04
H 1.36 -8.03 10.48
H -1.96 -8.88 10.83
H 0.28 -7.39 12.23
C 1.90 -5.49 6.25
H 0.27 -7.56 7.29
C 1.34 -4.90 9.84
H 1.67 -8.89 7.97
H -1.40 -5.72 11.50
I 2.15 -7.51 9.08
H 5.00 -8.17 11.13
O 1.18 -6.38 5.83
H 2.65 -3.74 7.92
H 4.09 -3.05 8.78
H 1.23 -5.79 10.45
H -0.08 -5.73 10.28
H 1.51 -3.94 4.94
O 3.72 -5.36 9.50
H -0.62 -8.08 5.81
C 1.00 -9.19 6.21
C -1.51 -8.55 11.76
H 3.06 -3.93 10.84
N 2.64 -9.76 10.81
N 0.15 -8.12 6.46
H -1.27 -9.45 12.32
H 2.61 -6.49 7.87
C 3.05 -3.36 8.86
O 4.39 -10.42 12.01
H 2.68 -3.68 6.24
N 1.99 -4.25 5.77
H 2.71 -9.95 6.92
C -0.35 -7.62 11.37
H 2.16 -8.99 10.37
O 0.86 -9.86 5.21
H -2.29 -8.08 12.36
H 2.20 -10.64 11.05
N 4.09 -8.52 10.85
*
```

Computed properties:
**Max |F|**: 0.259 hartree/bohr
**HOMO level**: -4.88 eV
**Calculated total energy**: -1361.75181 a.u.
**Energy relative to the best compared isomer or geometry (same formula, charge and spin)**: 18.1363 eV
**Orbital gap**: 7.6 eV